(1)
Molecular formula: C53H43GaN3O5Te
Method: DFT, ωB97M-V/def2-TZVPD

```
! wB97M-V def2-TZVPD RIJCOSX def2/J DEFGRID3
* xyz 1 1
Ga -1.2878 1.0694 0.4625
C -2.1808 -2.3581 2.7202
C -2.0130 -1.8967 4.0147
C -1.6433 -0.5848 4.2601
C -1.4701 0.2745 3.1863
N -1.6604 -0.1892 1.9348
C -1.9961 -1.4652 1.6916
C -1.0255 1.7000 3.2724
C -1.0465 2.4598 4.4198
C -0.6461 3.7805 4.3578
C -0.1820 4.2817 3.1480
C -0.2077 3.4802 2.0276
N -0.6424 2.2158 2.1007
H -2.4757 -3.3712 2.5115
H -2.1676 -2.5545 4.8614
H -1.4501 -0.2075 5.2523
H -2.1415 -1.7411 0.6636
H -1.3991 2.0308 5.3437
H -0.7016 4.3959 5.2302
H 0.1587 5.3070 3.0656
H 0.1112 3.8480 1.0678
C 4.5669 -2.9343 -1.5594
C 3.3371 -2.1002 -1.3052
C 2.2714 -2.0789 -2.1680
C 1.1190 -1.2988 -1.9640
C 0.0179 -1.4208 -2.9466
O -1.0082 -0.7284 -2.8950
C 0.0481 -2.4419 -4.0489
C 0.3766 -3.7941 -3.8536
C 0.2885 -4.6803 -4.9142
C -0.0451 -4.2067 -6.1861
C -0.3680 -2.8801 -6.3860
C -0.3548 -1.9993 -5.3072
C 1.0461 -0.4301 -0.8466
O 0.1138 0.5058 -0.6524
C 2.1131 -0.5321 0.0732
C 3.1917 -1.3615 -0.1334
C 2.0338 0.3625 1.2630
N 2.0334 1.6165 1.1499
C 2.2749 2.2746 -0.1069
C 3.4991 3.1873 -0.0035
Te 4.2318 3.5998 2.0079
C 5.0912 1.6877 2.2632
C 4.8957 1.0341 3.4594
C 5.4504 -0.2223 3.6769
C 6.1927 -0.8082 2.6686
C 6.4154 -0.1342 1.4821
C 5.8536 1.1109 1.2661
C 1.8185 -0.2360 2.6210
C 1.8125 0.6151 3.7330
C 1.7034 0.0954 5.0032
C 1.5701 -1.2747 5.1919
C 1.5682 -2.1332 4.1064
C 1.6929 -1.6129 2.8145
H 4.5728 -3.3900 -2.5535
H 4.6767 -3.7210 -0.8189
H 5.4810 -2.3212 -1.5365
H 2.3425 -2.6739 -3.0650
H 0.6311 -4.1543 -2.8728
H 0.5127 -5.7195 -4.7721
H -0.0435 -4.8966 -7.0240
H -0.6812 -2.5356 -7.3682
H -0.6175 -0.9487 -5.4308
H 3.9612 -1.3961 0.6186
H 1.4075 2.8945 -0.3506
H 2.4377 1.5958 -0.9490
H 3.3609 4.1717 -0.4598
H 4.3451 2.7245 -0.5339
H 4.3293 1.5130 4.2511
H 5.2745 -0.7523 4.5929
H 6.6703 -1.7623 2.8366
H 7.0229 -0.5951 0.7242
H 6.0296 1.6510 0.3508
H 1.9235 1.6827 3.5328
H 1.7243 0.7434 5.8607
H 1.4941 -1.6570 6.2021
H 1.4550 -3.1857 4.2677
H 1.7283 -2.3161 1.9697
O -2.3667 0.3695 -1.0451
C -3.5784 1.1316 -1.3069
C -3.6431 2.2857 -0.2917
O -4.6175 2.9850 -0.2009
O -2.5172 2.4438 0.4021
C -3.4251 1.8331 -2.6517
C -4.5298 2.0751 -3.4612
C -4.4254 2.8474 -4.6014
C -3.2046 3.4149 -4.9329
C -2.0848 3.1797 -4.1505
C -2.1970 2.4084 -3.0160
C -4.7071 0.1218 -1.2308
C -5.8074 0.2431 -0.3876
C -6.7565 -0.7658 -0.2856
C -6.6388 -1.9195 -1.0299
C -5.5625 -2.0557 -1.8849
C -4.5973 -1.0608 -1.9854
H -1.7758 0.0659 -1.8074
H -5.5012 1.6720 -3.1954
H -5.2635 2.9801 -5.2549
H -3.0892 4.0198 -5.8064
H -1.1374 3.6144 -4.4427
H -1.2944 2.2259 -2.4226
H -5.9378 1.1277 0.1928
H -7.5839 -0.6164 0.3785
H -7.3759 -2.7002 -0.9686
H -5.4521 -2.9328 -2.5189
H -3.7526 -1.2004 -2.6620
*
```

Output
**Energy above the lowest of the compared OMol25 structures with the same formula, charge and spin**: 0.0 kcal per mole
**Frontier orbital gap**: 6.049 eV
**Strongest force on any atom**: 1.067 eV/Å
**E_tot**: -4778.659252 Ha

Atomic partial charges in e from the Löwdin method, atoms 1 to 99: number 1, Ga, carries 0.428; number 2, C, carries -0.007; number 3, C, carries -0.009; number 4, C, carries 0.022; number 5, C, carries -0.139; number 6, N, carries 0.106; number 7, C, carries -0.037; number 8, C, carries -0.188; number 9, C, carries 0.015; number 10, C, carries -0.002; number 11, C, carries -0.002; number 12, C, carries -0.060; number 13, N, carries 0.087; number 14, H, carries 0.122; number 15, H, carries 0.128; number 16, H, carries 0.122; number 17, H, carries 0.132; number 18, H, carries 0.123; number 19, H, carries 0.119; number 20, H, carries 0.125; number 21, H, carries 0.124; number 22, C, carries -0.034; number 23, C, carries -0.241; number 24, C, carries 0.019; number 25, C, carries -0.032; number 26, C, carries -0.217; number 27, O, carries 0.063; number 28, C, carries -0.153; number 29, C, carries -0.044; number 30, C, carries -0.062; number 31, C, carries -0.073; number 32, C, carries -0.064; number 33, C, carries -0.011; number 34, C, carries -0.218; number 35, O, carries -0.050; number 36, C, carries -0.109; number 37, C, carries 0.036; number 38, C, carries -0.210; number 39, N, carries 0.050; number 40, C, carries -0.289; number 41, C, carries -0.446; number 42, Te, carries 1.259; number 43, C, carries -0.571; number 44, C, carries -0.171; number 45, C, carries -0.071; number 46, C, carries -0.091; number 47, C, carries -0.094; number 48, C, carries -0.140; number 49, C, carries -0.140; number 50, C, carries -0.068; number 51, C, carries -0.080; number 52, C, carries -0.085; number 53, C, carries -0.072; number 54, C, carries -0.012; number 55, H, carries 0.082; number 56, H, carries 0.082; number 57, H, carries 0.085; number 58, H, carries 0.113; number 59, H, carries 0.114; number 60, H, carries 0.103; number 61, H, carries 0.110; number 62, H, carries 0.112; number 63, H, carries 0.124; number 64, H, carries 0.122; number 65, H, carries 0.101; number 66, H, carries 0.118; number 67, H, carries 0.040; number 68, H, carries 0.038; number 69, H, carries 0.086; number 70, H, carries 0.104; number 71, H, carries 0.106; number 72, H, carries 0.104; number 73, H, carries 0.091; number 74, H, carries 0.097; number 75, H, carries 0.110; number 76, H, carries 0.110; number 77, H, carries 0.103; number 78, H, carries 0.124; number 79, O, carries -0.035; number 80, C, carries -0.266; number 81, C, carries -0.476; number 82, O, carries 0.145; number 83, O, carries 0.024; number 84, C, carries -0.124; number 85, C, carries -0.003; number 86, C, carries -0.055; number 87, C, carries -0.072; number 88, C, carries -0.067; number 89, C, carries -0.017; number 90, C, carries -0.140; number 91, C, carries -0.010; number 92, C, carries -0.067; number 93, C, carries -0.084; number 94, C, carries -0.073; number 95, C, carries -0.013; number 96, H, carries 0.068; number 97, H, carries 0.128; number 98, H, carries 0.105; number 99, H, carries 0.101



(2)
Molecular formula: C19H33BeCl2N4O4
Method: DFT, ωB97M-V/def2-TZVPD

```
! wB97M-V def2-TZVPD RIJCOSX def2/J DEFGRID3
* xyz -1 1
O 3.1174 1.8087 -0.6577
C 2.1824 1.9567 -1.4849
C 1.4035 3.2428 -1.7087
C 1.1298 4.0801 -0.6010
H 0.9659 3.5817 0.3441
C 1.0935 5.4652 -0.7069
H 0.8401 6.0776 0.1782
C 1.3788 6.0075 -1.9964
H 1.3021 7.1015 -2.1031
C 1.7141 5.2248 -3.1232
H 1.9486 5.6884 -4.1035
C 1.6854 3.8428 -2.9791
H 1.9536 3.1834 -3.7999
H 1.7988 1.2564 -2.5046
C -0.1860 -0.2485 -2.6349
C -0.7093 0.6709 -1.6564
H -0.5954 0.3022 -3.4784
H -0.5268 -1.3549 -2.6363
H 0.8914 -0.2983 -2.7475
C -1.3965 1.8437 -2.0926
C -2.5510 1.5933 -2.9724
H -1.1395 2.9002 -2.1760
H -2.4912 2.3021 -3.8142
H -3.4709 1.8266 -2.4246
H -2.6300 0.5929 -3.3442
Be -1.6112 0.4621 -0.3171
Cl -1.5153 2.3821 0.4890
Cl -2.6855 -1.0166 -0.8233
C -1.8123 -2.5831 1.9569
O -0.9793 -3.4210 2.3200
N -3.0645 -2.4754 2.4724
C -3.5284 -3.4560 3.4388
C -4.0612 -1.5317 1.9927
H -1.6221 -1.8322 1.1612
H -2.6863 -4.0793 3.7486
H -4.3245 -4.0742 3.0041
H -3.9720 -2.9361 4.2967
H -3.5988 -0.8371 1.2780
H -4.5002 -0.9885 2.8428
H -4.8806 -2.0691 1.4806
H 2.3584 -5.4724 -0.2558
H 4.0856 -4.0517 0.2511
C 1.8857 -4.7910 -0.9738
C 3.7359 -3.2436 -0.4065
N 2.3230 -3.4284 -0.6886
H 0.7965 -4.8565 -0.9013
C 1.3884 -2.4647 -0.4282
O 0.1929 -2.6015 -0.6390
H 3.8794 -2.2709 0.0894
H 1.8331 -1.5366 -0.0006
H 2.2038 -5.0960 -1.9821
H 4.3313 -3.2627 -1.3300
C -0.5168 0.0773 4.1098
N 0.7390 0.3013 3.4471
C 0.9442 0.3367 2.0706
N 2.2907 0.2983 1.8365
O 0.0280 0.3266 1.2348
H -1.2990 0.6343 3.5883
H -0.4127 0.4575 5.1333
H -0.7896 -0.9817 4.2027
H 1.5858 0.2133 3.9825
H 2.6770 0.6079 0.9228
H 2.8729 0.6127 2.6199
*
```

Output
**Energy above the lowest of the compared OMol25 structures with the same formula, charge and spin**: 195.2 kcal per mole
**Frontier orbital gap (spin up / spin down)**: 5.141 / 5.292 eV
**Strongest force on any atom**: 3.859 eV/Å
**E_tot**: -2198.880622 Ha

Population analysis type natural (NBO), resulting atomic charges in e: number 1, O, carries -0.630; number 2, C, carries 0.458; number 3, C, carries -0.133; number 4, C, carries -0.158; number 5, H, carries 0.245; number 6, C, carries -0.216; number 7, H, carries 0.217; number 8, C, carries -0.206; number 9, H, carries 0.199; number 10, C, carries -0.247; number 11, H, carries 0.212; number 12, C, carries -0.190; number 13, H, carries 0.212; number 14, H, carries 0.134; number 15, C, carries -0.705; number 16, C, carries -0.716; number 17, H, carries 0.174; number 18, H, carries 0.225; number 19, H, carries 0.190; number 20, C, carries -0.192; number 21, C, carries -0.693; number 22, H, carries 0.193; number 23, H, carries 0.176; number 24, H, carries 0.218; number 25, H, carries 0.214; number 26, Be, carries 1.544; number 27, Cl, carries -0.748; number 28, Cl, carries -0.734; number 29, C, carries 0.525; number 30, O, carries -0.676; number 31, N, carries -0.441; number 32, C, carries -0.419; number 33, C, carries -0.415; number 34, H, carries 0.176; number 35, H, carries 0.239; number 36, H, carries 0.180; number 37, H, carries 0.180; number 38, H, carries 0.258; number 39, H, carries 0.175; number 40, H, carries 0.180; number 41, H, carries 0.180; number 42, H, carries 0.183; number 43, C, carries -0.416; number 44, C, carries -0.399; number 45, N, carries -0.448; number 46, H, carries 0.252; number 47, C, carries 0.538; number 48, O, carries -0.599; number 49, H, carries 0.216; number 50, H, carries 0.127; number 51, H, carries 0.181; number 52, H, carries 0.184; number 53, C, carries -0.411; number 54, N, carries -0.640; number 55, C, carries 0.798; number 56, N, carries -0.863; number 57, O, carries -0.662; number 58, H, carries 0.234; number 59, H, carries 0.185; number 60, H, carries 0.193; number 61, H, carries 0.365; number 62, H, carries 0.434; number 63, H, carries 0.367



(3)
Molecular formula: C3H9N3O
Method: DFT, ωB97M-V/def2-TZVPD

```
! wB97M-V def2-TZVPD RIJCOSX def2/J DEFGRID3
* xyz 0 1
O -0.9920 -0.6186 1.1293
C -0.7468 0.7380 1.1404
N -0.8667 1.2528 2.2992
C -0.2323 1.3070 -0.0705
N -0.3973 0.7062 -1.2552
C 0.6752 -0.2393 -1.7667
N 0.3423 -1.5111 -1.2889
H -1.1771 2.2240 2.2600
H 1.4596 -1.1082 2.2342
H 0.8856 -1.5151 2.4698
H 0.7518 1.7576 0.0111
H -1.2643 0.1728 -1.3181
H 0.7411 -0.2347 -2.8646
H 1.6382 0.0918 -1.3687
H -0.2806 -1.9261 -1.9825
H -0.5367 -1.0969 0.3712
*
```

Output
**Energy above the lowest of the compared OMol25 structures with the same formula, charge and spin**: 135.6 kcal per mole
**Frontier orbital gap**: 6.584 eV
**Strongest force on any atom**: 4.013 eV/Å
**E_tot**: -359.028280 Ha

Population analysis type natural (NBO), resulting atomic charges in e: number 1, O, carries -0.678; number 2, C, carries 0.455; number 3, N, carries -0.638; number 4, C, carries 0.049; number 5, N, carries -0.428; number 6, C, carries -0.105; number 7, N, carries -0.796; number 8, H, carries 0.344; number 9, H, carries -0.025; number 10, H, carries 0.023; number 11, H, carries 0.207; number 12, H, carries 0.402; number 13, H, carries 0.178; number 14, H, carries 0.183; number 15, H, carries 0.318; number 16, H, carries 0.511